{"formula": "C51H125N7O15", "method": "ωB97M-V/def2-TZVPD", "symbols": ["C", "O", "C", "C", "N", "C", "C", "O", "C", "H", "H", "H", "H", "H", "H", "H", "H", "H", "H", "H", "H", "H", "H", "H", "C", "O", "C", "C", "N", "C", "C", "O", "C", "H", "H", "H", "H", "H", "H", "H", "H", "H", "H", "H", "H", "H", "H", "H", "C", "O", "C", "C", "N", "C", "C", "O", "C", "H", "H", "H", "H", "H", "H", "H", "H", "H", "H", "H", "H", "H", "H", "H", "C", "O", "C", "C", "N", "C", "C", "O", "C", "H", "H", "H", "H", "H", "H", "H", "H", "H", "H", "H", "H", "H", "H", "H", "C", "O", "C", "C", "N", "C", "C", "O", "C", "H", "H", "H", "H", "H", "H", "H", "H", "H", "H", "H", "H", "H", "H", "H", "C", "C", "C", "C", "C", "C", "N", "O", "C", "C", "C", "H", "H", "H", "H", "H", "H", "H", "H", "H", "H", "H", "H", "H", "H", "H", "H", "H", "H", "H", "C", "C", "C", "C", "C", "C", "N", "O", "C", "C", "C", "H", "H", "H", "H", "H", "H", "H", "H", "H", "H", "H", "H", "H", "H", "H", "H", "H", "H", "H", "C", "O", "H", "H", "H", "H", "C", "O", "H", "H", "H", "H", "C", "O", "H", "H", "H", "H"], "coordinates": [[-1.45662, -3.21405, -0.44359], [-1.36384, -1.79413, -0.24437], [-0.82662, -0.95421, -1.31144], [-0.21093, 0.34143, -0.65832], [-1.40359, 1.08614, -0.16108], [-0.88010, 2.18757, 0.64968], [-2.15602, 3.03244, 1.12327], [-3.01847, 2.20092, 1.92540], [-4.15206, 2.92836, 2.43882], [-0.44556, -3.61102, -0.35272], [-1.82547, -3.49574, -1.42984], [-2.11719, -3.57387, 0.34526], [-1.55345, -0.72256, -2.09001], [-0.04469, -1.52510, -1.81222], [0.27937, 0.98701, -1.38696], [0.45895, 0.09687, 0.16602], [-1.85688, 0.40144, 0.42698], [-0.27530, 2.86668, 0.04874], [-0.30375, 1.83219, 1.50386], [-2.73334, 3.46282, 0.30499], [-1.83632, 3.86555, 1.74924], [-3.94963, 3.60505, 3.26902], [-5.01282, 2.32281, 2.72256], [-4.64959, 3.50304, 1.65761], [8.38068, 10.76907, -4.40613], [7.13906, 11.05436, -5.14973], [5.90201, 11.08640, -4.36625], [5.46203, 9.64419, -4.03968], [5.11718, 8.79772, -5.24775], [4.74459, 7.42352, -4.89454], [4.14853, 6.59580, -6.10335], [4.23679, 5.17315, -5.79212], [3.47614, 4.40870, -6.64052], [8.63110, 11.65248, -3.81879], [9.26556, 10.65724, -5.03269], [8.19599, 9.93138, -3.73362], [5.16036, 11.58815, -4.98778], [6.06932, 11.69754, -3.47934], [4.58738, 9.78219, -3.40403], [6.14378, 9.09488, -3.39038], [5.99987, 8.73642, -5.73477], [4.10132, 7.47449, -4.01607], [5.61613, 6.87961, -4.53029], [4.71400, 6.77413, -7.01798], [3.14599, 6.94344, -6.35270], [2.43945, 4.71862, -6.77209], [3.38271, 3.44762, -6.13486], [3.91473, 4.12312, -7.59665], [2.15353, -9.88118, 10.21656], [1.97374, -9.04582, 9.04068], [2.82154, -9.25685, 7.99829], [2.27738, -8.70996, 6.63821], [2.16278, -7.25214, 6.79965], [1.26230, -6.68455, 5.77498], [1.15745, -5.17793, 6.02341], [0.16878, -4.95010, 7.01773], [-0.12002, -3.54325, 7.12790], [3.13271, -9.62918, 10.62375], [2.15181, -10.96068, 10.06567], [1.32899, -9.64210, 10.88820], [2.90083, -10.33969, 7.90205], [3.81274, -8.85093, 8.20045], [1.30880, -9.15334, 6.40716], [2.83656, -9.00171, 5.74923], [1.55747, -7.09392, 7.59255], [0.27850, -7.13799, 5.89596], [1.65309, -6.99958, 4.80743], [0.79691, -4.58544, 5.18254], [2.07750, -4.71924, 6.38565], [-0.81814, -3.63002, 7.96049], [-0.57900, -3.10394, 6.24220], [0.65942, -2.86765, 7.48023], [-7.81217, -1.66721, 4.31849], [-8.99733, -2.18075, 4.87168], [-8.85224, -2.42036, 6.29816], [-10.08335, -1.99973, 7.15313], [-10.21935, -0.49008, 7.28019], [-11.52702, -0.11395, 7.80321], [-11.58485, 1.39306, 7.73208], [-11.52628, 1.98918, 6.39172], [-12.64337, 1.66001, 5.58195], [-7.93837, -1.59797, 3.23804], [-6.90131, -2.24597, 4.47175], [-7.70700, -0.69893, 4.80783], [-7.87550, -2.12492, 6.68127], [-8.77489, -3.48270, 6.52957], [-9.84343, -2.43115, 8.12494], [-10.96798, -2.48226, 6.73756], [-10.21821, -0.13833, 6.33342], [-11.55317, -0.35958, 8.86485], [-12.29186, -0.60020, 7.19766], [-10.79607, 1.79217, 8.36976], [-12.49973, 1.78667, 8.17498], [-12.62942, 2.29397, 4.69538], [-13.58907, 1.89989, 6.06798], [-12.66767, 0.59566, 5.34813], [6.99435, -5.73018, -2.81955], [7.03647, -4.94909, -1.68349], [6.11476, -5.27630, -0.72753], [6.52868, -4.65438, 0.63221], [6.44171, -3.24651, 0.69587], [7.18059, -2.76099, 1.87738], [7.04212, -1.24114, 1.86485], [7.85553, -0.70038, 0.87113], [7.33895, 0.59477, 0.59398], [7.47796, -6.69574, -2.67150], [7.57222, -5.08477, -3.48107], [6.01833, -5.60542, -3.28851], [6.02388, -6.35459, -0.59674], [5.19070, -4.82222, -1.08533], [7.53045, -4.96029, 0.93384], [5.99814, -5.15588, 1.44160], [6.87465, -2.91512, -0.15434], [8.22352, -3.07407, 1.92619], [6.74489, -3.18545, 2.78187], [7.36477, -0.87358, 2.83896], [6.01481, -0.88080, 1.81111], [8.01230, 1.13650, -0.07027], [7.30339, 1.16083, 1.52479], [6.38468, 0.61578, 0.06764], [2.20158, -12.51905, -7.33624], [0.78315, -12.14594, -7.84354], [0.68645, -12.13428, -9.37437], [0.83765, -13.53657, -9.95028], [-0.38996, -14.30996, -9.38120], [-0.51964, -14.38891, -7.83677], [-0.30919, -12.98534, -7.29110], [-0.34500, -12.90804, -5.93248], [-1.98021, -14.87148, -7.68503], [0.39349, -15.53406, -7.30622], [0.45470, -10.68154, -7.43674], [2.33466, -13.60089, -7.33338], [2.30734, -12.12109, -6.32701], [2.92242, -12.07558, -8.02314], [-0.24164, -11.67471, -9.71427], [1.54133, -11.52045, -9.65808], [1.77452, -14.05927, -9.75753], [0.83092, -13.51057, -11.03994], [-0.13823, -15.31542, -9.71852], [-1.30206, -14.00000, -9.89120], [-2.80706, -14.21460, -7.95508], [-2.18382, -15.85006, -8.11978], [-2.18276, -15.03954, -6.62728], [0.72452, -15.46609, -6.26993], [-0.04987, -16.51254, -7.49091], [1.33205, -15.74359, -7.81935], [0.69929, -10.52102, -6.38674], [-0.59003, -10.38968, -7.54377], [1.00319, -9.92668, -8.00016], [-1.19349, -12.49304, -5.76091], [1.96992, 15.47146, 0.55874], [1.64979, 14.89390, 1.99042], [0.09471, 14.68128, 1.99563], [-0.36291, 13.67335, 3.08235], [0.42622, 12.37457, 2.95262], [1.98104, 12.49138, 3.12035], [2.41900, 13.62342, 2.25220], [3.74056, 13.84555, 2.29044], [2.34177, 12.72515, 4.59965], [2.65695, 11.17980, 2.58284], [2.01864, 15.95765, 3.05291], [1.59781, 14.85698, -0.26105], [3.04537, 15.53754, 0.39399], [1.72511, 16.51110, 0.34122], [-0.46911, 15.55614, 2.31939], [-0.23662, 14.30209, 1.02892], [-1.43310, 13.50193, 2.96656], [-0.20300, 14.08707, 4.07802], [0.24196, 11.83362, 2.02444], [0.10184, 11.76105, 3.79313], [1.82306, 13.62659, 4.92592], [2.25036, 11.88841, 5.29219], [3.36692, 13.08198, 4.69891], [2.30825, 10.37776, 3.23342], [2.34329, 10.86332, 1.58807], [3.74036, 11.13677, 2.47115], [2.06747, 15.54159, 4.05920], [1.30971, 16.78542, 3.07080], [2.96418, 16.46178, 2.85311], [3.83613, 14.24973, 3.15595], [-6.64214, 2.40987, -2.79811], [-5.53419, 1.75063, -3.34340], [-6.30135, 3.44429, -2.84230], [-7.60522, 2.26814, -3.28850], [-6.77584, 2.04160, -1.78095], [-4.77503, 1.88322, -2.77096], [-2.31885, 7.95017, -4.38945], [-1.55331, 8.67592, -3.47784], [-2.38299, 6.91544, -4.05284], [-3.32945, 8.29949, -4.60106], [-1.81023, 7.83089, -5.34610], [-1.21188, 9.47816, -3.87964], [-7.50917, -5.29296, -2.72678], [-8.61725, -5.58935, -3.57897], [-7.80478, -5.55459, -1.71078], [-6.64052, -5.91346, -2.94708], [-7.13742, -4.26936, -2.77298], [-9.32575, -4.94163, -3.56948]], "forces_ev_per_angstrom": [[0.631, 1.209, -0.162], [-0.314, 0.881, -0.583], [1.437, -0.695, 0.918], [-2.555, -0.906, -0.769], [2.006, 0.009, -0.221], [-3.258, 0.904, 0.362], [0.950, -0.789, 0.932], [-0.653, 0.462, 0.220], [-0.260, 0.035, -0.856], [0.007, -0.401, 0.162], [-0.290, 0.137, -0.062], [0.153, -0.125, -0.150], [-0.383, 0.208, 0.322], [0.314, -0.077, -0.051], [0.188, -0.302, -0.150], [0.258, -0.257, -0.068], [-0.476, 0.238, 0.409], [0.091, -0.149, -0.129], [0.063, 0.150, 0.260], [0.159, -0.256, -0.416], [0.252, 0.219, 0.076], [0.510, -0.041, 0.038], [0.675, -0.933, 0.327], [0.461, 0.494, -0.428], [-1.793, 1.025, 0.223], [0.755, -0.117, 0.153], [1.799, -1.348, -0.804], [-1.052, -0.106, -0.323], [0.285, 0.976, 0.747], [0.130, -0.416, -0.332], [0.912, 0.133, 1.033], [0.036, 2.573, 0.247], [-0.795, -2.172, 0.142], [-0.179, 0.089, 0.406], [-0.624, -0.499, -0.556], [0.404, -0.151, -0.097], [0.106, -0.165, -0.117], [-0.110, -0.189, 0.316], [-0.462, -0.269, -0.155], [0.565, 0.177, 0.035], [0.045, 0.153, -0.501], [-0.553, -0.181, -0.314], [0.247, -0.342, -0.047], [0.419, 0.167, 0.009], [-0.381, -0.365, 0.353], [-0.013, 0.589, -0.139], [-0.045, -0.233, 0.086], [0.295, 0.673, -0.357], [0.322, 1.107, -0.868], [-2.010, 0.079, 1.880], [0.845, -1.470, -2.088], [-0.380, 0.515, 1.607], [-0.716, -0.089, -0.816], [0.935, 0.186, 0.272], [-0.667, 0.168, -0.264], [0.445, 0.897, -0.143], [-0.951, -1.284, 1.422], [-0.047, 0.033, 0.477], [-0.154, -0.084, -0.705], [0.281, 0.165, 0.006], [0.489, -0.360, -0.384], [0.247, 0.191, -0.084], [-0.517, -0.232, 0.431], [0.813, 0.281, 0.329], [0.531, -0.268, 0.994], [-0.388, 0.125, -0.248], [-0.043, 0.556, -0.273], [0.332, -0.318, -0.731], [0.442, -0.345, -0.227], [-0.438, 0.855, -0.193], [-0.075, -0.273, -0.203], [0.705, -0.429, -0.196], [-0.174, 0.674, -0.002], [-0.108, -0.953, 1.529], [-0.868, -0.596, -0.029], [1.673, 1.682, -0.610], [0.176, -2.147, -0.238], [1.032, 0.513, -0.453], [-1.070, 1.054, -0.584], [0.383, -0.713, 0.971], [-0.028, 0.213, 0.484], [-0.173, 0.278, 0.098], [-0.075, -0.400, 0.349], [0.655, 0.391, -0.518], [-0.155, 1.096, -0.045], [-0.243, -0.586, -0.693], [-0.383, 0.131, 0.237], [-0.212, -0.001, -0.032], [0.329, 0.155, -0.316], [-0.427, -0.324, -0.034], [-0.594, -0.072, 0.432], [0.372, 0.145, -0.627], [-0.388, -0.227, 0.141], [0.385, -0.291, -0.098], [-0.159, 0.013, 0.400], [0.057, -0.031, -0.367], [0.601, 1.951, -1.172], [1.602, 0.618, 0.684], [-0.405, 0.675, 1.772], [-0.020, -2.037, -0.179], [0.084, 0.419, 0.506], [-1.240, 0.939, -0.916], [0.556, -0.946, 1.737], [-0.700, 0.799, -0.925], [1.082, 0.537, -0.406], [-0.592, -0.293, -0.273], [0.626, -0.711, -0.530], [-0.494, -1.234, 0.100], [-0.152, -0.216, -0.058], [-0.744, -0.306, 0.487], [0.753, -0.423, -0.723], [-0.919, 0.253, -0.004], [0.220, 0.530, 0.005], [0.373, 0.114, -0.376], [-0.401, 0.100, -0.009], [0.357, 0.234, 0.359], [-0.278, -0.489, -0.511], [0.332, -0.248, 0.044], [-0.313, 0.179, 0.074], [-0.333, -0.445, 0.314], [-0.928, 0.079, -0.374], [-0.934, 0.756, 0.114], [1.648, -0.682, 0.241], [-1.374, 0.413, 0.349], [2.093, -0.698, -0.941], [-0.015, 0.466, -1.217], [-0.376, -1.073, -3.034], [0.053, -0.352, 1.773], [-0.437, 0.020, 2.000], [0.638, -0.286, -0.010], [0.222, 0.068, 0.749], [0.087, 0.065, 0.051], [0.273, -0.160, -0.054], [0.223, 0.054, 0.248], [-0.009, -0.033, 0.062], [-0.158, 0.321, -0.386], [0.100, 0.247, 0.684], [-0.461, 0.012, -0.133], [-0.788, -0.470, 0.101], [-0.013, 0.202, 0.277], [0.508, 0.473, -0.574], [0.439, 0.098, -0.397], [0.102, -0.108, 0.376], [-0.617, 0.193, 0.199], [-0.693, 0.090, 0.442], [0.280, 0.985, -0.547], [0.034, 0.014, 0.083], [-0.185, -0.488, -0.203], [0.355, -0.269, -0.168], [-0.069, 0.064, 0.289], [1.296, -0.414, 0.211], [-0.671, 0.747, -0.197], [0.225, -1.216, 1.594], [1.091, -0.062, -0.995], [0.621, -0.399, 0.872], [-0.061, 0.274, -1.073], [-3.591, -0.622, -1.697], [1.722, 0.440, 0.389], [0.523, 1.101, -0.344], [-0.702, -0.063, 0.122], [0.054, 0.349, -0.134], [-0.248, -0.149, 0.243], [0.308, -0.475, 0.265], [-0.882, 0.034, 0.620], [0.447, 0.619, -0.871], [-0.023, 0.207, -0.035], [-0.007, -0.149, 0.072], [-0.020, 0.122, 0.073], [-0.239, 0.179, -0.079], [-0.044, -0.528, -0.141], [-0.618, -0.375, 0.437], [-0.379, 0.012, -0.241], [0.446, -0.435, -0.162], [0.289, -0.177, 0.206], [-0.557, 0.534, -0.148], [0.062, 0.539, 0.724], [-0.079, -0.038, 0.039], [-0.265, -0.150, -0.040], [0.273, -0.302, -0.094], [1.029, 0.395, 0.380], [0.759, 0.692, 1.004], [0.220, -1.478, -1.276], [-1.110, 0.535, 0.536], [0.502, -0.219, -0.636], [-0.230, 0.426, 0.322], [-0.107, 0.028, 0.075], [0.192, -1.135, -0.991], [0.056, 0.358, 0.612], [-0.172, 0.102, 0.445], [-0.059, 0.387, 0.324], [0.101, 0.308, -0.286], [-0.114, -0.025, -0.103], [-0.555, -0.063, 0.474], [0.716, -0.423, -0.562], [0.179, 0.297, 0.273], [-0.362, -0.273, -0.515], [-0.351, 0.200, -0.066], [0.376, 0.265, 0.395]], "lowdin_charge": [-0.093, -0.228, -0.178, -0.186, -0.073, -0.192, -0.192, -0.202, -0.112, 0.081, 0.081, 0.086, 0.114, 0.105, 0.113, 0.111, 0.091, 0.113, 0.112, 0.109, 0.107, 0.083, 0.079, 0.075, -0.074, -0.230, -0.178, -0.204, -0.060, -0.202, -0.165, -0.183, -0.171, 0.075, 0.081, 0.071, 0.119, 0.114, 0.110, 0.100, 0.095, 0.112, 0.109, 0.114, 0.111, 0.086, 0.085, 0.085, -0.065, -0.196, -0.268, -0.191, -0.065, -0.197, -0.223, -0.206, -0.106, 0.085, 0.081, 0.088, 0.111, 0.121, 0.107, 0.114, 0.094, 0.116, 0.116, 0.110, 0.121, 0.087, 0.084, 0.083, -0.131, -0.190, -0.207, -0.169, -0.052, -0.241, -0.197, -0.197, -0.121, 0.087, 0.083, 0.088, 0.114, 0.107, 0.110, 0.111, 0.092, 0.124, 0.106, 0.122, 0.112, 0.089, 0.082, 0.078, -0.120, -0.204, -0.233, -0.247, -0.056, -0.186, -0.271, -0.165, -0.115, 0.098, 0.091, 0.093, 0.120, 0.125, 0.110, 0.115, 0.111, 0.119, 0.120, 0.116, 0.118, 0.085, 0.087, 0.090, -0.007, -0.499, -0.160, -0.169, -0.145, -0.441, -0.128, -0.008, -0.063, -0.042, -0.047, 0.068, 0.079, 0.084, 0.125, 0.110, 0.105, 0.105, 0.110, 0.116, 0.082, 0.083, 0.074, 0.080, 0.076, 0.068, 0.071, 0.083, 0.081, 0.110, -0.039, -0.435, -0.127, -0.181, -0.135, -0.465, -0.156, -0.004, -0.032, -0.031, -0.040, 0.075, 0.069, 0.079, 0.110, 0.111, 0.110, 0.103, 0.116, 0.113, 0.062, 0.089, 0.073, 0.076, 0.074, 0.076, 0.069, 0.082, 0.080, 0.077, -0.176, -0.130, 0.077, 0.079, 0.073, 0.074, -0.195, -0.107, 0.077, 0.074, 0.073, 0.078, -0.162, -0.127, 0.070, 0.074, 0.073, 0.072], "lumo_energy_ev": 0.408, "fmax_ev_per_a": 4.0, "gap_ev": 8.538, "e_tot_ha": -3529.4443, "smiles": "CC1(C)CCCC(C)(C)N1O.CC1(C)CCCC(C)(C)N1O.COCCNCCOC.COCCNCCOC.COCCNCCOC.COCCNCCOC.COCCNCCOC.CO.CO.CO"}